111
Properties=species:S:1:pos:R:3:forces:R:3 method="wB97M-V/def2-TZVPD" multiplicity=1 smiles="O=C1OC[C@@H](F)O1.O=C1OC[C@@H](F)O1.O=C1OC[C@@H](F)O1.CCO.CCO.CCO.CCO.CCO.CCO.CCO.CCO.CCO" e_lumo_ha=0.016 gap_ev=10.43
O -4.745954 1.858684 3.823183 1.1 -0.5 0.4
C -3.982824 1.099986 4.345235 -0.4 -0.1 0.1
O -2.649102 0.938543 4.148777 -1.7 1.7 -0.8
C -2.216694 -0.197766 4.847660 2.8 -0.2 -1.1
C -3.298794 -0.412174 5.803681 -0.1 -1.4 2.5
F -3.020469 0.213180 7.000679 0.4 0.5 0.4
O -4.396876 0.159099 5.278643 -1.0 1.6 -1.4
H -2.060558 -0.972175 4.084290 -0.2 -0.2 0.6
H -1.213650 0.054932 5.265341 -0.9 -0.5 0.1
H -3.574284 -1.402429 6.115832 0.3 -0.8 -0.3
O -0.791285 4.011141 -0.080452 0.7 -0.2 0.0
C -1.789840 3.531149 0.323556 -1.9 0.4 0.0
O -2.814640 4.234815 0.858551 0.1 0.2 -0.1
C -3.882729 3.372622 1.245968 0.8 -1.5 -0.3
C -3.459961 1.997631 0.569612 -1.8 2.8 0.6
F -4.180972 1.890934 -0.611331 0.2 -0.3 0.3
O -2.143515 2.217636 0.243266 1.1 -0.8 0.0
H -3.948995 3.312537 2.309619 0.5 -0.3 0.8
H -4.870600 3.705933 0.977231 -0.1 0.3 -1.0
H -3.676816 1.146544 1.199326 0.6 -0.3 -0.3
O 0.063177 -0.561244 -4.087464 -1.0 -1.0 -0.2
C 0.682098 0.412476 -3.851403 1.4 0.2 -0.4
O 0.226380 1.597364 -3.523860 -0.4 0.1 0.4
C 1.312423 2.476988 -3.151989 -1.2 1.1 -0.8
C 2.518121 1.597155 -3.395300 -0.3 -0.7 1.9
F 2.916491 1.168348 -2.093494 0.6 0.7 -1.1
O 2.062927 0.427996 -3.972683 -0.9 0.4 -0.4
H 1.158845 3.420935 -3.749118 0.7 -1.1 0.6
H 1.199426 2.697667 -2.093089 0.2 0.1 0.0
H 3.303851 2.007382 -3.986481 0.9 0.3 0.1
C 1.936188 -3.167747 4.834776 -0.8 -1.4 0.1
C 2.089046 -1.682968 4.945345 1.3 -0.8 0.4
O 0.966611 -0.942714 4.632183 -0.6 0.8 2.4
H 1.176974 -3.543266 5.547840 -0.3 0.3 -0.8
H 2.778389 -3.821749 5.140830 0.2 0.9 -0.5
H 1.702469 -3.336534 3.771205 -0.3 -0.7 0.5
H 2.874052 -1.424137 4.288307 1.2 0.5 -1.0
H 2.506436 -1.496213 5.925092 -0.6 0.8 0.5
H 0.681070 -1.025384 3.742902 -0.4 -0.5 -1.7
C 2.977893 4.336258 1.904021 -0.3 0.1 1.1
C 2.599805 3.295554 0.856929 0.4 0.6 -1.0
O 3.534101 3.341126 -0.264224 0.2 -0.5 -0.1
H 2.328773 4.219557 2.802329 -0.1 0.3 -0.7
H 2.990631 5.410845 1.602807 -0.2 -1.0 -0.1
H 3.943815 4.120953 2.353744 0.5 -0.1 -0.4
H 1.574563 3.484112 0.465071 0.7 -0.2 0.3
H 2.678148 2.285403 1.248041 -0.4 0.0 0.3
H 4.007426 2.469797 -0.337818 -0.8 1.1 0.4
C 5.339760 -0.745441 -0.802651 -0.1 -1.6 -0.7
C 5.585041 -0.120593 0.509845 -0.8 0.3 0.7
O 4.595082 0.848445 0.853285 -0.4 -0.2 -1.4
H 4.348034 -1.225937 -0.694994 0.4 0.1 -0.6
H 6.112805 -1.568963 -0.883390 -0.9 0.8 -0.2
H 5.372114 -0.112420 -1.705487 0.0 -0.1 0.6
H 6.551689 0.282531 0.605242 1.4 0.8 -0.1
H 5.508647 -0.890630 1.247155 0.1 -0.8 0.6
H 4.852085 1.224729 1.675159 0.2 0.6 1.1
C -2.780512 -4.305161 -0.460639 0.8 -0.2 0.8
C -1.799631 -4.291502 -1.632312 0.2 1.0 0.7
O -1.426469 -2.881275 -1.824777 0.1 -0.8 -0.6
H -2.250082 -3.823762 0.408250 -0.6 -0.3 -0.7
H -3.027943 -5.340322 -0.119269 0.1 0.7 -0.5
H -3.675063 -3.738653 -0.686607 -0.3 0.0 0.0
H -2.197171 -4.803537 -2.536337 0.4 0.6 0.4
H -0.909047 -4.767007 -1.231731 0.2 -0.5 -0.5
H -0.700044 -2.797319 -2.501010 -1.1 -0.5 0.5
C 0.872727 -5.465480 -3.775133 -0.5 0.5 1.3
C 0.683016 -4.289661 -4.695100 1.1 0.0 -0.6
O -0.273778 -3.355460 -4.250101 -0.1 0.7 -0.2
H 1.550793 -6.181498 -4.197301 0.4 -0.3 -0.3
H -0.040411 -5.979962 -3.496821 -0.3 -0.1 -0.3
H 1.291634 -5.111712 -2.823379 0.1 -0.1 -0.1
H 0.425639 -4.666284 -5.708444 0.3 0.4 0.4
H 1.672358 -3.783090 -4.664535 -0.4 -0.2 -0.7
H -0.061256 -2.472485 -4.639045 -0.3 -0.9 0.5
C 5.789941 5.393967 -2.955276 0.2 1.0 1.2
C 4.713808 4.692848 -3.762676 0.1 0.6 0.1
O 3.475965 4.748954 -3.068903 -0.4 -0.5 0.4
H 6.743564 5.540964 -3.471849 -0.1 -0.4 -0.1
H 5.973773 4.871332 -1.988055 0.0 0.1 -0.7
H 5.470439 6.430618 -2.649846 0.0 -1.0 -0.5
H 5.027458 3.652684 -4.015851 -0.2 0.5 0.1
H 4.528891 5.265017 -4.695452 0.2 -0.5 0.4
H 3.532142 4.474800 -2.123940 0.4 0.0 -0.7
C 0.702731 -0.446143 0.065479 0.1 -0.3 1.6
C 0.081024 -1.571238 0.908063 -0.6 -1.8 -2.0
O -0.509825 -1.304585 2.155163 -0.1 0.7 0.7
H 1.620320 -0.039814 0.525620 -0.3 -0.1 -0.2
H -0.023248 0.323314 -0.028356 -0.6 1.0 -0.2
H 0.924250 -0.830077 -0.914841 0.2 -0.3 -0.4
H 0.861223 -2.330366 1.049289 0.0 0.1 0.3
H -0.680562 -2.112051 0.254247 0.8 0.8 0.7
H -1.481096 -1.168809 2.067447 0.7 0.0 -0.6
C -4.984449 0.231781 -2.690963 -0.4 1.6 -0.6
C -3.573702 -0.278140 -2.614539 0.1 1.0 1.5
O -3.499544 -1.070969 -1.416927 0.1 0.5 0.6
H -5.061424 1.344822 -2.659123 0.3 -0.9 0.1
H -5.586292 -0.136097 -1.873019 -0.1 -0.3 0.1
H -5.413501 -0.037555 -3.638071 -0.5 -0.4 -0.4
H -2.862244 0.590299 -2.602569 -0.3 -1.0 0.0
H -3.340046 -0.985694 -3.362165 0.3 -0.3 -1.4
H -2.661157 -1.533569 -1.453363 0.7 -0.8 -0.4
C -5.349123 -0.956004 2.255579 -0.1 -1.4 0.7
C -4.228750 -1.819112 1.611163 -2.7 1.1 -0.3
O -3.175012 -0.967748 1.218055 0.2 -0.9 -1.0
H -5.299213 0.029501 1.823515 -0.5 0.2 -0.3
H -5.083557 -0.851739 3.308017 -0.5 0.1 0.0
H -6.381106 -1.449153 2.172416 1.5 0.9 0.1
H -4.794234 -2.287697 0.790972 1.1 -0.1 -0.3
H -3.936531 -2.580067 2.294534 0.7 -0.7 0.5
H -3.212506 -1.000603 0.213182 0.1 0.6 0.9

=====

97
Properties=species:S:1:pos:R:3:forces:R:3 method="wB97M-V/def2-TZVPD" multiplicity=1 e_lumo_ha=-0.152 gap_ev=1.22
C 2.706149 -0.040683 0.830307 0.4 0.9 0.3
C 4.309529 -0.276321 0.658052 0.2 -0.6 -0.3
C 4.792133 -0.492033 -0.890208 0.7 0.6 -0.1
C 4.000791 0.490609 -1.931432 0.1 -0.7 -0.5
C 2.931129 -0.431923 -2.742636 -0.9 0.5 -0.9
C 1.486558 0.304533 -2.876180 -0.1 -0.3 -0.1
C 1.543435 1.790396 -3.548880 -1.1 -0.2 0.9
C 0.392250 2.705626 -2.789110 1.1 0.0 0.5
C 0.495039 4.282045 -3.175491 -0.9 -0.1 1.0
C -0.521140 4.772246 -4.344969 0.9 0.6 -1.0
C -0.903408 3.642565 -5.449229 -1.4 1.0 -0.8
C -2.262776 2.777858 -5.061021 1.7 -0.2 1.0
C -1.870491 1.210039 -5.258099 -0.8 -0.5 -0.5
C -3.167555 0.238093 -5.550978 1.3 0.8 0.2
C -2.592820 -1.276922 -5.686756 0.6 0.2 0.3
C -2.183285 -1.951794 -4.234546 -0.1 -1.3 -1.0
C -3.479468 -2.468481 -3.391325 -0.3 0.1 -0.4
C -4.092838 -1.372073 -2.358089 -0.5 -0.7 0.4
C -2.986416 -0.583802 -1.466505 0.1 0.3 -0.8
C -3.627508 0.382470 -0.307967 0.4 -1.9 -0.1
S -4.202232 1.948701 -1.218690 1.7 -1.4 0.9
I -6.528221 1.658795 -1.994605 -0.3 0.0 0.2
P -4.138662 3.582847 0.173235 0.2 2.2 1.2
C -4.325855 2.774911 1.895725 0.5 -0.7 0.4
O -2.583535 4.340816 0.083245 -0.8 -3.1 1.0
H 2.044820 -0.751953 0.197228 1.3 1.0 1.1
H 2.447233 1.048621 0.499247 0.4 -1.9 0.6
H 2.440129 -0.116579 1.964780 0.4 0.0 -2.1
H 4.938513 0.626864 1.077678 -1.5 -1.8 -0.5
H 4.572684 -1.259699 1.248533 -0.3 2.1 -1.0
H 5.934675 -0.237285 -1.010760 -2.1 -0.6 0.6
H 4.698226 -1.620406 -1.194876 0.0 2.2 0.5
H 3.510292 1.402378 -1.378099 0.7 -1.9 -1.0
H 4.706831 0.972532 -2.741329 -1.1 -1.0 1.8
H 2.770189 -1.490101 -2.267396 0.4 2.1 -0.7
H 3.320602 -0.617535 -3.839154 -0.6 0.3 2.1
H 1.001724 0.347803 -1.810688 0.9 0.1 -1.8
H 0.743195 -0.336176 -3.526559 1.5 1.1 1.2
H 1.337322 1.656060 -4.681110 0.4 0.5 1.9
H 2.545517 2.356273 -3.377220 -1.6 -1.2 -0.4
H 0.675065 2.629809 -1.645958 -0.5 0.1 -2.1
H -0.672549 2.248931 -2.877531 1.8 0.9 -0.1
H 1.621531 4.514235 -3.380524 -2.2 -0.3 0.1
H 0.195918 4.880616 -2.205231 0.7 -1.0 -1.9
H 0.038672 5.628256 -4.932152 -1.1 -1.6 1.2
H -1.501822 5.284691 -3.939310 1.9 -1.3 -0.6
H -1.201231 4.230016 -6.428395 0.8 -1.1 1.8
H -0.026652 2.947847 -5.756936 -1.5 1.2 0.9
H -2.453746 3.011230 -3.924510 0.1 -0.6 -2.1
H -3.198976 3.124396 -5.648946 1.7 -0.8 0.8
H -1.291594 0.767966 -4.333360 -1.0 1.1 -1.8
H -1.160136 1.101960 -6.187572 -1.3 0.3 1.8
H -3.879102 0.392959 -4.634789 1.0 -0.5 -1.9
H -3.644175 0.657191 -6.540976 0.7 -1.1 2.0
H -3.294980 -1.992339 -6.306502 1.3 1.4 1.4
H -1.573647 -1.199012 -6.271070 -2.0 -0.1 0.9
H -1.578997 -2.923430 -4.521666 -1.1 1.9 0.6
H -1.445535 -1.291376 -3.630676 -1.4 -1.0 -1.0
H -4.315394 -2.695390 -4.189178 1.5 0.4 1.6
H -3.295705 -3.496724 -2.850095 -0.1 2.2 -0.9
H -4.800500 -1.961253 -1.623544 1.3 1.2 -1.3
H -4.776799 -0.665206 -2.970540 1.3 -1.0 1.2
H -2.375220 0.133046 -2.169618 -1.0 -1.4 1.3
H -2.223587 -1.356885 -1.038543 -1.5 1.5 -0.5
H -2.806224 0.625914 0.475905 -1.4 0.0 -1.5
H -4.519484 -0.122745 0.253926 1.5 1.1 -1.2
H -5.329045 2.178850 1.941023 1.7 1.3 -0.2
H -4.326990 3.656410 2.666937 0.0 -1.8 -1.5
H -3.478885 2.008993 2.126243 -1.4 1.5 -0.2
H -1.871719 3.740914 0.471951 -1.0 1.2 -0.7
C 4.016019 -0.623445 4.754965 -0.2 0.2 0.1
Si 2.545448 -1.240459 5.770119 0.8 -2.1 -0.2
C 0.992484 -0.618716 4.918967 -0.3 0.4 -0.2
C 2.665409 -0.435329 7.460349 0.0 0.4 0.1
N 2.626604 -2.974191 5.840804 -1.3 0.9 0.6
Si 1.431663 -3.903344 6.694063 1.8 0.4 -1.1
C -0.295948 -3.691765 5.992499 -0.4 -0.1 0.1
C 1.382033 -3.516193 8.529372 -0.2 -0.1 0.3
C 1.879908 -5.732023 6.524123 -0.2 0.1 0.1
H 3.996277 0.469529 4.688227 0.1 0.0 -0.1
H 4.959377 -0.921953 5.220703 -0.1 0.0 -0.1
H 3.981598 -1.030441 3.740717 0.0 0.0 0.1
H 1.090377 0.446547 4.686730 0.0 0.1 0.0
H 0.110970 -0.734466 5.553312 0.0 0.0 0.0
H 0.820700 -1.153112 3.980029 0.0 0.0 0.1
H 3.496287 -0.853987 8.035727 -0.1 0.0 -0.1
H 1.744820 -0.562364 8.033937 0.1 0.0 0.0
H 2.837990 0.640638 7.354704 0.0 0.0 0.0
H -0.718330 -2.717006 6.246518 0.0 0.0 -0.1
H -0.965543 -4.454211 6.403657 0.0 0.0 0.0
H -0.292410 -3.799086 4.904040 0.0 0.0 0.1
H 2.388431 -3.517633 8.957133 -0.1 0.0 -0.1
H 0.790340 -4.270584 9.057849 0.0 0.0 0.0
H 0.920473 -2.545661 8.724925 0.1 0.0 0.0
H 2.867637 -5.929127 6.950596 -0.1 0.0 -0.1
H 1.887549 -6.031097 5.471958 0.0 0.0 0.1
H 1.148589 -6.349710 7.051487 0.0 -0.1 0.0

=====

107
Properties=species:S:1:pos:R:3:forces:R:3 method="wB97M-V/def2-TZVPD" multiplicity=4 charge=-1 e_lumo_ha="0.084 / 0.084" gap_ev="2.72 / 6.36" de_lowest_kj_mol=219.5
Pt -0.826861 -1.710153 2.296601 0.6 0.7 -0.3
C -1.553233 1.696348 3.445204 -0.4 0.1 0.7
C -0.164121 1.277086 4.002042 -1.7 -1.1 -2.2
C 0.077217 1.820494 5.417086 -0.1 -0.6 -0.6
O -0.084690 -0.138708 3.768015 0.6 0.7 1.1
H -1.890220 2.715137 3.636511 0.5 0.6 -0.1
H -2.313064 1.116668 3.969341 0.1 -0.4 0.0
H -1.704916 1.474458 2.388862 0.4 -0.1 -0.1
H 0.595942 1.728548 3.364395 0.3 0.5 -0.1
H -0.651719 1.385900 6.101106 0.4 -0.4 0.3
H -0.072490 2.897764 5.488990 0.0 0.2 -0.4
H 1.134415 1.639549 5.611244 -0.2 -0.3 0.8
C 0.713065 0.228005 0.028399 0.2 1.4 -0.1
C -0.661743 -0.118078 -0.603142 0.4 1.1 3.3
C -0.526243 -0.340270 -2.039139 0.6 -2.6 -1.8
O -1.320595 -1.051486 0.204765 0.2 -0.2 -1.2
H 1.556478 -0.430573 -0.179077 -0.3 -0.6 0.1
H 0.652904 0.483328 1.086362 -0.4 -1.0 0.4
H 1.099461 1.197905 -0.284812 -0.1 0.4 -1.0
H -1.241598 0.804696 -0.622005 -0.3 1.0 0.8
H -0.020240 -1.303502 -2.104333 0.3 -0.5 -0.4
H 0.114699 0.345300 -2.593483 -0.1 0.4 0.3
H -1.463042 -0.511353 -2.569448 -0.2 0.3 0.1
C -3.880717 -1.879108 2.421790 1.5 1.4 -1.9
O -2.859820 -1.176631 2.678326 -3.5 -1.0 0.4
N -4.669980 -2.501985 3.251035 -1.9 -0.5 2.3
C -5.966962 -3.078421 2.866440 0.0 -0.5 -0.9
C -4.489967 -2.471632 4.698675 1.1 -1.5 -0.8
H -4.276478 -2.125520 1.424369 0.9 0.6 -0.4
H -6.851111 -2.613977 3.303104 0.3 0.8 0.0
H -6.131437 -4.118395 3.148390 0.9 -0.2 0.5
H -6.099660 -3.130824 1.785821 0.2 0.6 -0.1
H -4.695659 -3.523825 4.895380 -0.8 0.2 1.2
H -3.424294 -2.463072 4.927505 0.0 0.9 -0.1
H -5.079867 -1.704632 5.200486 0.0 -0.2 0.1
C 3.810557 -0.888564 -3.024472 -0.7 2.0 -0.2
O 4.354956 -1.655249 -2.283461 0.4 -0.8 0.9
N 3.648391 0.467474 -2.823009 -1.0 -1.0 -0.4
C 3.203625 1.308919 -3.946840 -0.4 -0.2 0.4
C 3.871345 1.171234 -1.554357 0.5 0.4 -0.7
H 3.329397 -1.195969 -3.965839 0.2 -0.1 -0.2
H 3.986180 2.037876 -4.157356 -0.2 0.1 -0.2
H 2.244700 1.800884 -3.783990 0.3 0.4 0.7
H 2.935191 0.759465 -4.849140 0.8 -0.6 0.0
H 3.751149 0.640182 -0.610091 0.0 -0.8 -0.6
H 4.879692 1.580350 -1.617189 0.2 0.2 0.4
H 3.173635 2.005941 -1.486815 -0.1 0.0 -0.2
C 1.761765 -3.079880 0.815237 -0.1 1.3 -0.9
O 1.203652 -2.647794 1.790355 0.3 0.0 1.3
N 2.707716 -3.986840 0.772968 2.3 -3.3 -2.1
C 3.350330 -4.725136 1.835001 -0.5 1.5 2.5
C 3.230371 -4.427333 -0.561723 -0.4 1.5 0.2
H 1.637236 -2.657486 -0.193864 -0.6 0.0 0.0
H 4.371021 -5.052651 1.637452 -0.5 -0.4 -0.6
H 2.726952 -5.418136 2.400025 -0.1 -0.8 -0.9
H 3.507943 -4.035287 2.664075 0.1 0.6 0.1
H 2.783120 -5.305246 -1.027911 0.2 -0.5 0.8
H 2.988171 -3.652820 -1.289437 0.3 0.3 0.1
H 4.313189 -4.464136 -0.442320 -0.1 -0.3 -0.4
C 1.016987 4.733963 -3.483928 0.0 -1.7 -1.2
O 1.577642 3.941208 -4.279125 -0.4 2.0 1.4
N -0.160049 4.420234 -2.906965 -0.4 1.5 1.7
C -0.951849 5.295607 -1.964289 1.1 -0.5 -1.1
C -0.680558 3.117426 -3.042875 -0.4 -1.3 -1.2
H 1.393549 5.732776 -3.214173 0.1 -0.1 -0.1
H -1.964193 5.406726 -2.352771 0.1 0.2 -0.3
H -0.417554 6.244728 -1.921772 -0.3 0.1 0.2
H -1.069782 4.873989 -0.966071 0.5 -0.2 0.0
H -0.084245 2.550241 -3.757581 0.3 0.1 0.3
H -0.718940 2.565581 -2.103670 -0.2 0.1 0.1
H -1.641126 3.173762 -3.554975 -0.5 -0.1 0.5
C -4.788629 0.463477 0.336016 -0.3 -0.3 -1.4
O -5.734940 -0.251864 0.535265 -0.9 -1.6 0.8
N -4.837272 1.778437 0.499925 0.6 0.8 0.1
C -3.783707 2.470685 -0.248300 -0.8 0.8 0.1
C -6.082991 2.405120 0.983411 1.7 0.5 0.8
H -3.882939 0.161313 -0.212279 0.2 -0.6 0.6
H -2.983836 2.905770 0.350872 -0.3 0.2 0.3
H -4.323535 3.212824 -0.836453 0.5 0.4 -0.2
H -3.284896 1.795875 -0.943944 -0.2 -0.1 0.1
H -6.620215 1.713783 1.632674 -0.2 -0.3 -0.8
H -5.785480 3.170420 1.700285 0.1 0.4 -0.2
H -6.640875 2.895970 0.185962 -0.3 -0.4 0.0
C 1.421524 3.544704 1.390314 -0.6 -1.4 0.8
O 0.721988 4.510393 1.206507 0.2 1.0 -0.6
N 2.751197 3.464247 1.554505 4.5 0.6 -0.1
C 3.433321 2.181331 1.914881 -1.3 -0.4 0.4
C 3.699369 4.605445 1.223121 -1.0 0.2 1.2
H 0.984904 2.546109 1.546398 -0.1 0.1 -0.1
H 4.150269 2.200846 2.735686 0.0 1.0 0.1
H 3.942712 1.607640 1.140623 -0.1 0.7 -0.6
H 2.677421 1.494872 2.296309 -0.3 0.0 -0.1
H 4.560337 4.385160 0.591999 -1.0 -0.4 -1.3
H 3.082713 5.493440 1.084206 -0.1 -0.3 -1.4
H 4.341034 5.068115 1.972998 -0.4 -0.9 1.8
C 2.565718 -5.823587 -4.172131 -0.6 0.8 0.8
O 2.715746 -6.909045 -3.672622 0.8 -1.0 -0.1
N 1.597271 -4.990184 -3.718939 -1.6 2.0 -0.3
C 0.762653 -5.287385 -2.609686 -0.4 -1.5 2.6
C 0.997898 -3.820475 -4.384317 1.0 -0.2 -1.0
H 3.246386 -5.374581 -4.911908 -0.2 -0.1 -0.3
H -0.318695 -5.378371 -2.712163 -0.1 -0.3 -1.2
H 0.759261 -4.552951 -1.804257 0.6 0.7 -0.3
H 1.081530 -6.183674 -2.077633 0.1 -0.2 -0.4
H 0.519158 -3.150645 -3.670007 0.4 -0.1 0.1
H 1.733945 -3.279896 -4.979387 0.2 0.1 0.1
H 0.228035 -4.128401 -5.091841 -0.2 -0.2 0.0